{"formula": "C5H7NO", "method": "the ωB97M-V functional and the def2-TZVPD basis", "charge": 0, "e_tot_ev": -8834.48427, "orbital_gap_ha": 0.375, "homo_ev": -9.5, "fmax_ev_per_a": 1.4, "smiles": "C[C@H]1C=CNC1=O", "e_above_lowest_kj_mol": 165.82, "symbols": ["H", "C", "C", "H", "H", "N", "C", "H", "C", "O", "H", "C", "H", "H"], "xyz": [[2.7931, 0.6117, 0.7952], [-0.3635, 0.0989, -0.1895], [0.6362, 0.9179, 0.5838], [-2.2460, -0.1760, 0.8713], [-0.0229, 0.1984, -1.2709], [1.6911, -0.9580, -0.2538], [1.8101, 0.2873, 0.4770], [-2.3449, -0.2211, -0.8938], [-1.8568, 0.2703, -0.0486], [-0.1968, -2.3449, 0.1984], [-2.1304, 1.3304, -0.0637], [0.2717, -1.2678, -0.0042], [1.5177, -0.6292, -1.2403], [0.4412, 1.8823, 1.0391]]}